*1*
{
  "formula": "C3H12NOS",
  "method": "ωB97M-V with the def2-TZVPD basis set",
  "species": ["C", "C", "C", "S", "N", "H", "H", "H", "H", "H", "H", "H", "H", "H", "H", "H", "H", "O"],
  "coordinates": [[-0.53267, -1.38900, -0.78480], [-0.37778, 0.03721, -0.23056], [0.15521, 0.03847, 1.20294], [0.05412, 1.62749, 2.08486], [-1.76799, 0.65849, -0.22604], [0.38903, -1.91760, -0.98847], [-1.10170, -1.94657, -0.03913], [-1.03302, -1.27257, -1.75067], [0.21537, 0.63434, -0.92289], [1.15614, -0.38699, 1.22477], [-0.43585, -0.75321, 1.68139], [0.09605, 2.38230, 0.96159], [-1.88416, 1.66013, -0.23163], [-2.28250, 0.30036, 0.57548], [-2.28000, 0.22667, -1.01135], [3.49350, 0.76511, -0.42663], [3.26651, -0.75053, -0.46094], [2.86972, 0.08588, -0.65794]],
  "mulliken_charge": [-1.40, -0.21, -0.61, -0.15, -0.17, 0.34, 0.39, 0.44, 0.34, 0.39, 0.44, 0.11, 0.35, 0.37, 0.36, 0.30, 0.31, -0.60],
  "lumo_energy_ev": -3.4350,
  "charge": 1,
  "gap_ha": 0.3620,
  "e_homo_ev": -13.3
}

*2*
{
  "formula": "C3H12NOS",
  "method": "ωB97M-V with the def2-TZVPD basis set",
  "species": ["C", "C", "C", "S", "N", "H", "H", "H", "H", "H", "H", "H", "H", "H", "H", "H", "H", "O"],
  "coordinates": [[0.70941, -0.84477, -0.29835], [-0.42184, 0.27129, -0.75178], [-0.48998, 0.41447, -2.37601], [-0.88033, 2.17407, -2.75048], [0.74611, -0.71192, 1.18663], [0.41424, -1.86741, -0.58057], [1.65833, -0.79442, -0.80038], [-0.22955, 1.16479, -0.17877], [-1.45342, -0.25699, -0.70839], [-1.29771, -0.25882, -2.70005], [0.38670, 0.10107, -3.05206], [0.14492, 2.80557, -3.38064], [1.53715, -0.08596, 1.54260], [-0.15185, -0.38873, 1.45205], [0.99255, -1.52792, 1.70053], [-1.41837, 0.05066, 3.99578], [0.23123, 0.00259, 4.16926], [-0.47758, -0.24756, 3.53062]],
  "mulliken_charge": [-0.58, -0.70, -0.57, -0.24, -0.29, 0.28, 0.41, 0.46, 0.27, 0.35, 0.33, 0.16, 0.35, 0.41, 0.37, 0.35, 0.33, -0.69],
  "lumo_energy_ev": -3.5589,
  "charge": 1,
  "gap_ha": 0.3129,
  "e_homo_ev": -12.1
}

Stability, descending: *1*, *2*

*1*
{
  "formula": "C3H12NOS",
  "method": "ωB97M-V with the def2-TZVPD basis set",
  "species": ["C", "C", "C", "S", "N", "H", "H", "H", "H", "H", "H", "H", "H", "H", "H", "H", "H", "O"],
  "coordinates": [[-0.85086, 1.46978, 0.34387], [-0.70791, 0.00405, 0.60162], [-1.68227, -0.79732, -0.25233], [-1.34884, -2.64288, -0.42030], [0.77828, -0.39330, 0.13743], [-1.87078, 1.82458, 0.46979], [-0.62210, 1.64719, -0.71272], [-0.16002, 2.08332, 0.92025], [-0.66430, -0.31288, 1.63927], [-2.70299, -0.64647, 0.08704], [-1.66700, -0.50273, -1.30161], [-2.19538, -2.96031, 0.57706], [1.12113, -1.09971, 0.78455], [0.60851, -0.91515, -0.71473], [1.43406, 0.38291, 0.03730], [3.60533, 1.67263, -0.98810], [3.82115, 0.26308, -0.56854], [3.10400, 0.92319, -0.63986]],
  "mulliken_charge": [-1.37, 0.52, -1.18, -0.15, -0.31, 0.39, 0.40, 0.39, 0.25, 0.48, 0.41, 0.18, 0.33, 0.32, 0.36, 0.31, 0.31, -0.66],
  "lumo_energy_ev": -3.1013,
  "charge": 1,
  "gap_ha": 0.3776,
  "e_homo_ev": -13.4
}

*2*
{
  "formula": "C3H12NOS",
  "method": "ωB97M-V with the def2-TZVPD basis set",
  "species": ["C", "C", "C", "S", "N", "H", "H", "H", "H", "H", "H", "H", "H", "H", "H", "H", "H", "O"],
  "coordinates": [[1.69225, 1.36942, 0.04586], [1.25864, -0.09618, -0.01164], [-0.22948, -0.13971, -0.49776], [-0.77963, -1.87758, -0.32498], [1.24913, -0.67152, 1.38810], [1.06139, 2.00044, -0.57674], [1.80536, 1.79382, 1.04346], [2.70898, 1.53423, -0.35133], [1.86366, -0.70824, -0.67134], [-0.31521, 0.35661, -1.46165], [-0.82917, 0.40353, 0.24052], [-2.10779, -1.79850, -0.23499], [1.92577, -1.42588, 1.54997], [0.27811, -1.04502, 1.45872], [1.50012, -0.04449, 2.15435], [-2.99217, 0.46509, -1.52609], [-4.38416, -0.34819, -1.31264], [-3.70581, 0.23216, -0.91180]],
  "mulliken_charge": [-1.28, 0.37, -1.21, -0.26, -0.27, 0.31, 0.38, 0.34, 0.40, 0.47, 0.55, 0.21, 0.31, 0.28, 0.37, 0.33, 0.33, -0.65],
  "lumo_energy_ev": -3.3583,
  "charge": 1,
  "gap_ha": 0.3818,
  "e_homo_ev": -13.7
}

Stability, descending: *1*, *2*

*1*
{
  "formula": "C4H5Cl3",
  "method": "ωB97M-V with the def2-TZVPD basis set",
  "species": ["C", "C", "Cl", "C", "C", "Cl", "Cl", "H", "H", "H", "H", "H"],
  "coordinates": [[-1.71427, -0.44664, 0.08369], [-0.72563, 0.49118, -0.47877], [-1.07142, 2.12699, 0.14556], [0.88382, 0.11431, 0.20075], [2.26326, -0.16858, 0.00456], [3.19299, -0.49241, 1.28247], [2.97160, -0.00867, -1.47132], [-2.69098, -0.16149, -0.32959], [-1.92197, -0.39988, 1.14225], [-1.43844, -1.54686, -0.29724], [-0.59065, 0.55095, -1.54746], [0.84168, -0.05889, 1.26510]],
  "mulliken_charge": [-1.10, 0.21, -0.18, -0.61, 0.45, -0.17, -0.19, 0.34, 0.35, 0.26, 0.37, 0.26],
  "lumo_energy_ev": 0.7457,
  "charge": 0,
  "gap_ha": 0.3564,
  "e_homo_ev": -9.0
}

*2*
{
  "formula": "C4H5Cl3",
  "method": "ωB97M-V with the def2-TZVPD basis set",
  "species": ["Cl", "C", "C", "C", "Cl", "C", "Cl", "H", "H", "H", "H", "H"],
  "coordinates": [[2.20007, -1.53118, -0.74591], [0.50649, -1.36500, -0.37741], [0.05881, -0.24038, 0.11991], [-1.43545, 0.09521, 0.30428], [-2.40820, -0.66011, -0.95445], [1.03520, 0.90332, 0.31926], [0.79402, 2.07506, -1.00598], [-0.06378, -2.27232, -0.54872], [-1.94558, -0.22302, 1.24676], [-1.62200, 1.19395, 0.14605], [0.80280, 1.40898, 1.27368], [2.07762, 0.61549, 0.22256]],
  "mulliken_charge": [-0.21, -0.15, 0.18, -0.37, -0.19, -0.72, -0.17, 0.38, 0.30, 0.24, 0.31, 0.39],
  "lumo_energy_ev": 0.7838,
  "charge": 0,
  "gap_ha": 0.3897,
  "e_homo_ev": -9.8
}

Stability, descending: *2*, *1*

*1*
{
  "formula": "H10O5",
  "method": "ωB97M-V with the def2-TZVPD basis set",
  "species": ["O", "H", "H", "O", "H", "H", "O", "H", "H", "O", "H", "H", "O", "H", "H"],
  "coordinates": [[-0.20281, 2.14337, -0.18928], [-0.30097, 1.28258, 0.15609], [0.67828, 2.30500, 0.15993], [-3.11183, -1.18765, -0.22965], [-2.80530, -0.91526, -1.09711], [-3.05237, -0.43883, 0.30155], [1.43259, -1.22691, -1.09472], [1.48957, -0.39791, -1.54923], [1.29850, -1.82458, -1.83298], [1.84667, 1.13218, 1.47413], [2.65478, 0.66734, 1.30493], [1.18911, 0.47025, 1.39404], [-0.34963, -0.34014, 0.61934], [0.31397, -0.80509, 0.07043], [-1.08056, -0.86435, 0.51253]],
  "mulliken_charge": [-0.69, 0.42, 0.36, -0.68, 0.34, 0.32, -0.67, 0.35, 0.31, -0.65, 0.31, 0.39, -0.79, 0.45, 0.24],
  "lumo_energy_ev": 0.1213,
  "charge": 0,
  "gap_ha": 0.3887,
  "e_homo_ev": -10.5
}

*2*
{
  "formula": "H10O5",
  "method": "ωB97M-V with the def2-TZVPD basis set",
  "species": ["H", "H", "H", "H", "H", "H", "H", "H", "H", "H", "O", "O", "O", "O", "O"],
  "coordinates": [[0.35079, 0.52025, 0.34843], [-0.53549, 1.45657, 1.21834], [-1.02428, 1.17544, -0.75666], [0.35096, 1.08278, -1.44398], [2.68375, -2.38452, 0.03138], [1.84137, -2.13765, 1.20761], [-4.38520, 0.96690, 2.70995], [-5.29456, 1.67098, 3.80998], [2.77793, -1.76823, -2.54331], [3.35636, -1.01772, -3.79159], [0.16139, 1.45433, 0.51152], [-0.32729, 1.66112, -1.04537], [1.79958, -2.11090, 0.23382], [-5.06882, 0.81304, 3.36678], [3.41994, -1.76318, -3.16552]],
  "mulliken_charge": [0.34, 0.28, 0.34, 0.30, 0.31, 0.31, 0.31, 0.33, 0.30, 0.32, -0.65, -0.61, -0.62, -0.64, -0.62],
  "lumo_energy_ev": 0.1232,
  "charge": 0,
  "gap_ha": 0.2537,
  "e_homo_ev": -6.8
}

Stability, descending: *1*, *2*

*1*
{
  "formula": "H10O5",
  "method": "ωB97M-V with the def2-TZVPD basis set",
  "species": ["O", "H", "H", "O", "H", "H", "O", "H", "H", "O", "H", "H", "O", "H", "H"],
  "coordinates": [[0.25818, -1.46780, 1.19298], [-0.48085, -1.22026, 1.76003], [0.75766, -2.10040, 1.72149], [0.93067, 3.54600, -0.13919], [0.78075, 4.26717, 0.48244], [1.02545, 2.76833, 0.42225], [0.16305, -1.79736, -1.07878], [-0.34311, -1.00376, -0.87146], [0.27785, -2.23172, -0.22605], [-4.92387, 0.04499, -0.51963], [-4.08031, 0.27127, -0.11197], [-5.52867, 0.72367, -0.19932], [3.38497, -0.53149, -0.61458], [4.26719, -0.19923, -0.41387], [3.51103, -1.06942, -1.40434]],
  "mulliken_charge": [-0.64, 0.29, 0.31, -0.63, 0.32, 0.31, -0.64, 0.27, 0.40, -0.63, 0.30, 0.32, -0.60, 0.30, 0.32],
  "lumo_energy_ev": 0.1204,
  "charge": 0,
  "gap_ha": 0.3792,
  "e_homo_ev": -10.2
}

*2*
{
  "formula": "H10O5",
  "method": "ωB97M-V with the def2-TZVPD basis set",
  "species": ["O", "H", "H", "O", "H", "H", "O", "H", "H", "O", "H", "H", "O", "H", "H"],
  "coordinates": [[-1.02716, 0.06220, -1.51888], [-1.86562, 0.13746, -1.08028], [-0.53300, -0.75108, -1.26416], [0.32660, -1.90111, -0.49417], [0.74456, -1.38081, 0.15508], [1.17408, -2.32352, -0.82868], [1.90060, -0.09871, 1.00377], [2.66995, 0.26919, 0.56528], [1.19697, 0.52299, 0.72666], [0.60752, 1.95990, -0.14667], [-0.23308, 2.27861, 0.24996], [0.19730, 1.20940, -0.70918], [-1.46118, 0.29741, 1.14555], [-2.42383, 0.33586, 1.16933], [-1.27371, -0.61780, 1.02639]],
  "mulliken_charge": [-0.73, 0.30, 0.43, -0.70, 0.39, 0.30, -0.75, 0.33, 0.43, -0.75, 0.30, 0.45, -0.58, 0.29, 0.31],
  "lumo_energy_ev": 0.3953,
  "charge": 0,
  "gap_ha": 0.4216,
  "e_homo_ev": -11.1
}

Stability, descending: *2*, *1*

*1*
{
  "formula": "H10O5",
  "method": "ωB97M-V with the def2-TZVPD basis set",
  "species": ["O", "H", "H", "O", "H", "H", "O", "H", "H", "O", "H", "H", "O", "H", "H"],
  "coordinates": [[-1.25955, 1.23879, -1.82224], [-2.02652, 0.77653, -2.22199], [-1.62779, 2.11472, -1.57622], [-1.53311, -2.13169, -0.19397], [-2.40023, -1.71575, 0.05649], [-0.86890, -1.44604, 0.08021], [1.81432, -2.24789, 0.07550], [2.35471, -2.38439, -0.73742], [2.43405, -1.86145, 0.72885], [0.32492, 0.22058, 0.32271], [-0.05874, 0.49254, -0.58996], [1.13998, -0.16320, 0.25228], [0.54614, 2.75620, 1.76301], [1.06793, 2.39163, 2.57298], [0.09280, 1.95942, 1.28977]],
  "mulliken_charge": [-0.70, 0.33, 0.33, -0.66, 0.31, 0.37, -0.66, 0.33, 0.33, -0.72, 0.43, 0.31, -0.67, 0.30, 0.36],
  "lumo_energy_ev": 0.3884,
  "charge": 0,
  "gap_ha": 0.4057,
  "e_homo_ev": -10.7
}

*2*
{
  "formula": "H10O5",
  "method": "ωB97M-V with the def2-TZVPD basis set",
  "species": ["O", "H", "H", "O", "H", "H", "O", "H", "H", "O", "H", "H", "O", "H", "H"],
  "coordinates": [[0.95148, 2.75439, 1.06234], [1.37033, 2.99775, 1.91220], [1.59757, 2.86222, 0.39536], [2.02954, 0.03005, -0.90874], [1.43896, 0.17811, -0.14398], [1.31348, -0.05484, -1.70382], [-0.18258, -1.68711, -2.16303], [0.13938, -2.44266, -1.66912], [-1.02312, -1.47446, -1.70075], [-2.36189, -1.64036, 0.60614], [-1.80786, -2.19363, 1.24751], [-1.93598, -0.72445, 0.77345], [-0.47167, 0.40125, 1.19785], [-0.65376, 0.93490, 1.94404], [-0.15812, 1.05129, 0.58864]],
  "mulliken_charge": [-0.64, 0.32, 0.32, -0.68, 0.31, 0.37, -0.66, 0.32, 0.35, -0.66, 0.30, 0.41, -0.66, 0.26, 0.35],
  "lumo_energy_ev": 0.3018,
  "charge": 0,
  "gap_ha": 0.4148,
  "e_homo_ev": -11.0
}

*3*
{
  "formula": "H10O5",
  "method": "ωB97M-V with the def2-TZVPD basis set",
  "species": ["O", "H", "H", "O", "H", "H", "O", "H", "H", "O", "H", "H", "O", "H", "H"],
  "coordinates": [[0.05309, 2.46455, -0.70277], [0.01757, 1.59029, -0.27013], [0.98297, 2.59709, -0.91250], [-2.47385, 1.14301, 2.21432], [-2.36364, 1.71575, 1.44395], [-1.60407, 1.12471, 2.63068], [0.05388, -0.19760, 0.30589], [-0.62002, -0.55168, 0.90086], [0.72753, -0.88594, 0.27592], [0.66758, -3.07485, 0.92253], [0.67878, -3.24135, -0.02894], [0.27060, -3.86926, 1.29796], [1.34786, 0.23348, -3.02193], [1.30288, 1.16806, -2.79231], [0.95885, -0.21626, -2.26353]],
  "mulliken_charge": [-0.62, 0.38, 0.30, -0.66, 0.33, 0.31, -0.67, 0.33, 0.30, -0.64, 0.33, 0.31, -0.63, 0.32, 0.31],
  "lumo_energy_ev": 0.1671,
  "charge": 0,
  "gap_ha": 0.4212,
  "e_homo_ev": -11.3
}

*4*
{
  "formula": "H10O5",
  "method": "ωB97M-V with the def2-TZVPD basis set",
  "species": ["O", "H", "H", "O", "H", "H", "O", "H", "H", "O", "H", "H", "O", "H", "H"],
  "coordinates": [[15.40100, 20.73300, 4.08800], [14.61000, 20.29500, 4.47400], [16.14000, 20.29900, 4.55100], [17.18100, 18.16900, 5.49400], [17.08200, 18.02100, 4.56600], [17.81100, 17.52600, 5.79100], [13.37700, 19.13700, 5.30400], [13.03600, 18.98400, 4.40300], [12.66800, 19.60200, 5.73000], [13.21800, 21.40500, 2.16800], [13.58900, 20.73000, 1.56400], [13.97200, 21.73800, 2.66500], [14.56400, 16.94000, 6.15400], [14.19100, 17.78800, 5.87200], [15.47300, 17.14900, 6.35000]],
  "mulliken_charge": [-0.66, 0.46, 0.28, -0.64, 0.34, 0.29, -0.80, 0.35, 0.30, -0.66, 0.32, 0.33, -0.66, 0.42, 0.34],
  "lumo_energy_ev": 0.3877,
  "charge": 0,
  "gap_ha": 0.4023,
  "e_homo_ev": -10.6
}

Stability, descending: *4*, *3*, *2*, *1*